A.
The following is a quantum chemistry calculation of C7H8N2O2 in the gas phase, from the Open Molecules 2025 dataset.

Computed properties:
- Kohn-Sham gap (eV) = 8.790
- LUMO (eV) = 0.62
- SMILES = Nc1ccc(C(=O)O)c(N)c1

```
! RIJCOSX wB97M-V def2-TZVPD def2/J DEFGRID3
* xyz 0 1
N -3.073 -0.283 0.108
C -1.757 -0.341 0.040
C -1.011 -1.574 0.136
C 0.355 -1.633 -0.147
C 1.018 -0.417 -0.394
C 2.463 -0.595 -0.038
O 3.156 -1.558 -0.336
O 3.193 0.396 0.599
C 0.322 0.853 -0.326
N 1.047 1.990 -0.058
C -1.080 0.878 -0.310
H -3.753 -1.091 0.258
H -3.643 0.491 0.364
H -1.555 -2.489 0.363
H 0.937 -2.503 0.073
H 2.633 1.243 0.747
H 0.552 2.836 -0.190
H 1.768 1.935 -0.808
H -1.573 1.863 -0.081
*
```

B.
The following is a quantum chemistry calculation of C7H8N2O2 in the gas phase, from the Open Molecules 2025 dataset.

Computed properties:
- Kohn-Sham gap (eV) = 9.253
- LUMO (eV) = 0.27
- SMILES = CN(N=O)c1cccc(O)c1

```
! RIJCOSX wB97M-V def2-TZVPD def2/J DEFGRID3
* xyz 0 1
C 1.746 1.939 -0.223
N 1.531 0.409 -0.415
N 2.787 -0.003 0.110
O 2.844 -1.098 0.707
C 0.245 -0.204 -0.155
C 0.089 -1.476 -0.475
C -1.280 -1.838 -0.076
C -2.353 -0.995 -0.018
C -2.091 0.402 0.131
O -2.995 1.440 0.249
C -0.749 0.726 0.038
H 2.806 2.178 -0.425
H 1.476 2.290 0.926
H 1.334 2.697 -1.032
H 0.866 -2.284 -0.665
H -1.553 -2.973 -0.246
H -3.238 -1.618 -0.044
H -3.802 1.029 0.742
H -0.556 1.765 -0.107
*
```

Q: Which of them is the least stable? A: B.

A.
The following is a quantum chemistry calculation of a 10-piece molecular cluster, C20H60O10 overall, from the Open Molecules 2025 dataset.

Computed properties:
- Kohn-Sham gap (eV) = 9.137
- LUMO (eV) = -0.04
- SMILES = CCO.CCO.CCO.CCO.CCO.CCO.CCO.CCO.CCO.CCO

```
! RIJCOSX wB97M-V def2-TZVPD def2/J DEFGRID3
* xyz 0 1
C 32.508 3.985 18.529
C 32.054 3.159 17.368
O 30.912 3.764 16.758
H 32.884 4.969 18.243
H 33.279 3.502 19.129
H 31.666 4.152 19.203
H 31.795 2.170 17.763
H 32.830 2.990 16.618
H 30.808 3.379 15.884
C 29.920 7.801 11.472
C 28.947 8.735 10.775
O 27.925 9.121 11.668
H 30.742 7.549 10.794
H 29.365 6.906 11.760
H 30.412 8.233 12.342
H 28.538 8.290 9.862
H 29.445 9.648 10.442
H 27.345 8.358 11.822
C 27.901 3.961 20.729
C 28.451 3.379 19.444
O 28.988 4.460 18.673
H 26.939 4.439 20.528
H 28.503 4.715 21.232
H 27.687 3.165 21.446
H 27.685 2.888 18.841
H 29.266 2.691 19.686
H 29.627 4.152 18.003
C 28.812 2.629 11.396
C 28.155 2.566 12.755
O 26.748 2.575 12.543
H 28.431 1.809 10.787
H 29.896 2.505 11.441
H 28.603 3.593 10.931
H 28.479 3.423 13.351
H 28.490 1.625 13.204
H 26.350 2.053 13.256
C 23.776 8.162 12.409
C 24.941 7.435 13.093
O 25.933 7.189 12.101
H 23.395 7.541 11.595
H 24.198 9.040 11.921
H 22.935 8.355 13.074
H 24.648 6.487 13.549
H 25.384 8.065 13.866
H 25.868 6.305 11.733
C 23.667 6.976 18.065
C 24.327 7.008 19.430
O 23.425 6.592 20.473
H 24.378 7.271 17.286
H 22.848 7.685 17.933
H 23.314 5.994 17.743
H 24.582 8.057 19.602
H 25.181 6.348 19.545
H 22.752 7.276 20.541
C 27.875 10.846 17.941
C 27.681 9.353 18.095
O 27.065 8.865 16.905
H 28.337 11.228 18.856
H 26.931 11.392 17.876
H 28.425 11.170 17.057
H 26.964 9.244 18.919
H 28.574 8.791 18.373
H 26.974 7.910 17.074
C 31.380 7.909 21.732
C 31.140 6.873 20.638
O 29.814 6.846 20.148
H 32.452 7.844 21.930
H 30.867 7.667 22.663
H 31.112 8.918 21.422
H 31.349 5.877 21.045
H 31.849 7.118 19.839
H 29.744 6.064 19.579
C 24.012 2.640 15.081
C 25.062 1.641 15.484
O 25.289 0.803 14.328
H 23.703 3.302 15.888
H 23.139 2.115 14.693
H 24.368 3.242 14.243
H 24.713 1.000 16.297
H 26.018 2.096 15.755
H 26.071 0.268 14.496
C 27.896 5.866 14.945
C 26.770 5.642 15.945
O 27.187 6.123 17.216
H 27.580 5.818 13.899
H 28.735 5.170 15.030
H 28.317 6.866 15.058
H 26.527 4.581 16.026
H 25.931 6.244 15.597
H 27.772 5.472 17.627
*
```

B.
The following is a quantum chemistry calculation of a 10-piece molecular cluster, C20H60O10 overall, from the Open Molecules 2025 dataset.

Computed properties:
- Kohn-Sham gap (eV) = 9.475
- LUMO (eV) = 0.15
- SMILES = CCO.CCO.CCO.CCO.CCO.CCO.CCO.CCO.CCO.CCO

```
! RIJCOSX wB97M-V def2-TZVPD def2/J DEFGRID3
* xyz 0 1
C -3.616 -22.847 -7.736
C -3.287 -23.943 -8.743
O -2.122 -24.618 -8.197
H -3.930 -23.257 -6.779
H -4.384 -22.212 -8.191
H -2.795 -22.165 -7.506
H -3.075 -23.571 -9.750
H -4.089 -24.681 -8.815
H -2.228 -25.539 -8.463
C -2.674 -24.823 -12.413
C -1.521 -23.900 -12.719
O -1.957 -22.802 -13.508
H -3.243 -25.155 -13.279
H -3.419 -24.364 -11.755
H -2.284 -25.668 -11.839
H -0.800 -24.472 -13.315
H -0.969 -23.628 -11.816
H -1.673 -21.974 -13.102
C -5.918 -17.323 -9.481
C -7.055 -18.240 -9.090
O -8.200 -17.363 -9.000
H -6.112 -16.817 -10.428
H -4.943 -17.812 -9.502
H -5.792 -16.451 -8.829
H -6.931 -18.851 -8.194
H -7.273 -18.988 -9.852
H -8.014 -16.689 -8.339
C -8.625 -23.469 -12.752
C -9.246 -23.180 -14.105
O -10.194 -24.179 -14.510
H -9.017 -22.841 -11.948
H -7.540 -23.359 -12.696
H -8.841 -24.504 -12.484
H -8.458 -23.057 -14.859
H -9.770 -22.222 -14.186
H -9.712 -24.741 -15.124
C -7.435 -18.269 -12.761
C -7.897 -18.942 -14.057
O -8.667 -17.968 -14.783
H -8.286 -18.031 -12.122
H -6.872 -17.404 -13.106
H -6.770 -18.889 -12.153
H -8.521 -19.833 -13.933
H -7.043 -19.269 -14.649
H -9.325 -17.628 -14.170
C -7.435 -24.825 -8.364
C -7.807 -26.282 -8.627
O -6.550 -26.980 -8.728
H -7.058 -24.593 -7.367
H -8.269 -24.134 -8.508
H -6.666 -24.566 -9.091
H -8.347 -26.298 -9.578
H -8.442 -26.784 -7.896
H -6.783 -27.912 -8.649
C -5.510 -21.282 -16.547
C -4.808 -21.500 -15.222
O -3.864 -22.533 -15.453
H -4.720 -21.115 -17.278
H -6.265 -20.505 -16.673
H -6.060 -22.200 -16.775
H -5.411 -21.781 -14.355
H -4.309 -20.570 -14.912
H -3.207 -22.625 -14.728
C -0.184 -19.802 -12.756
C -1.544 -19.656 -12.065
O -1.972 -20.884 -11.420
H -0.305 -19.639 -13.823
H 0.290 -20.766 -12.558
H 0.559 -19.116 -12.342
H -2.248 -19.379 -12.846
H -1.569 -18.956 -11.227
H -1.617 -20.964 -10.534
C -6.294 -21.579 -10.301
C -5.077 -20.726 -10.602
O -4.740 -20.814 -11.993
H -6.124 -22.634 -10.505
H -7.021 -21.242 -11.049
H -6.640 -21.405 -9.284
H -4.269 -21.148 -9.992
H -5.170 -19.651 -10.459
H -3.805 -21.063 -12.043
C -8.000 -21.041 -6.526
C -9.148 -20.671 -7.473
O -9.640 -19.351 -7.281
H -7.470 -21.936 -6.869
H -8.298 -21.290 -5.507
H -7.246 -20.253 -6.458
H -9.984 -21.317 -7.197
H -8.877 -20.799 -8.521
H -9.243 -18.734 -7.920
*
```

C.
The following is a quantum chemistry calculation of a 10-piece molecular cluster, C20H60O10 overall, from the Open Molecules 2025 dataset.

Computed properties:
- Kohn-Sham gap (eV) = 10.044
- LUMO (eV) = 0.58
- SMILES = CC(C)O.CC(C)O.CC(C)O.CCO.CCO.CCO.CCO.CO.CO.CO

```
! RIJCOSX wB97M-V def2-TZVPD def2/J DEFGRID3
* xyz 0 1
C 2.949 -0.561 2.155
C 3.515 -1.904 1.724
C 4.898 -2.094 2.346
O 2.677 -3.037 2.074
H 2.788 -0.469 3.253
H 2.009 -0.380 1.574
H 3.618 0.227 1.883
H 3.531 -1.832 0.622
H 4.807 -2.263 3.416
H 5.567 -1.264 2.153
H 5.369 -3.024 1.960
H 2.498 -2.860 3.031
C 0.710 -3.828 -1.382
C 2.026 -3.410 -1.978
C 1.918 -2.079 -2.703
O 3.057 -3.258 -1.023
H -0.078 -3.884 -2.144
H 0.343 -3.185 -0.586
H 0.820 -4.761 -0.824
H 2.344 -4.171 -2.741
H 1.800 -1.330 -1.940
H 1.085 -2.043 -3.390
H 2.843 -1.756 -3.213
H 3.088 -4.002 -0.411
C 1.557 4.184 3.837
C 1.602 4.085 2.293
C 1.392 2.669 1.842
O 0.575 4.915 1.729
H 0.688 3.647 4.290
H 1.585 5.220 4.128
H 2.372 3.631 4.365
H 2.584 4.542 2.062
H 1.543 2.527 0.792
H 0.345 2.435 2.102
H 2.065 1.959 2.347
H 0.457 4.697 0.785
C -2.093 -0.350 4.129
C -2.513 -1.158 2.949
O -3.462 -2.158 3.307
H -1.518 -0.905 4.853
H -2.961 0.051 4.608
H -1.509 0.510 3.770
H -1.608 -1.554 2.516
H -2.905 -0.448 2.131
H -3.802 -2.589 2.508
C -3.518 -3.765 -0.674
C -4.719 -4.404 0.028
O -5.226 -3.390 0.935
H -2.881 -3.210 0.056
H -3.911 -3.164 -1.470
H -2.947 -4.591 -1.103
H -4.532 -5.304 0.583
H -5.521 -4.627 -0.656
H -5.913 -3.805 1.450
C -2.182 3.551 -0.551
C -0.810 2.993 -0.911
O 0.163 4.030 -0.820
H -2.558 4.247 -1.274
H -2.202 3.952 0.449
H -2.894 2.759 -0.430
H -0.873 2.660 -1.995
H -0.495 2.179 -0.232
H 0.874 3.786 -1.422
C 3.035 1.629 -1.785
C 3.346 3.095 -1.745
O 2.424 3.825 -2.564
H 3.848 1.053 -1.282
H 2.972 1.278 -2.825
H 2.057 1.337 -1.365
H 4.346 3.229 -2.187
H 3.336 3.388 -0.714
H 2.688 4.764 -2.502
C -4.594 0.469 -3.065
O -3.412 0.837 -2.331
H -5.327 0.186 -2.312
H -4.890 1.242 -3.798
H -4.346 -0.451 -3.577
H -3.464 1.694 -1.893
C -0.369 -0.506 0.358
O -1.766 -0.246 0.107
H -0.194 -1.584 0.534
H 0.313 -0.188 -0.415
H -0.125 0.035 1.255
H -2.015 -0.796 -0.634
C -0.883 0.607 -4.349
O -1.318 -0.272 -3.355
H -1.349 1.564 -4.343
H 0.194 0.761 -4.250
H -1.008 0.186 -5.346
H -1.926 0.226 -2.781
*
```

Q: Which of them is the least stable? A: B.